Computed, not measured: a 8-piece molecular cluster, C42H104N8O8 overall at a distorted geometry, with ωB97M-V/def2-TZVPD.

```
162
C42H104N8O8 ωB97M-V/def2-TZVPD
C 10.57910 1.98088 1.84236
C 9.04022 2.02259 2.25009
C 8.41187 0.66373 1.88927
C 9.03199 2.09319 3.76204
C 9.30600 3.46192 4.38149
C 8.52569 4.59426 3.73020
C 8.51640 4.58235 2.18881
C 7.25140 5.42165 1.79773
C 9.80363 5.25613 1.59116
N 8.31543 3.20624 1.67560
O 8.35166 3.15287 0.23913
H 11.22832 2.65634 2.39946
H 10.99561 0.98315 1.98074
H 10.75849 2.11233 0.77529
H 7.38633 0.66019 2.25854
H 8.21160 0.55027 0.82385
H 9.02558 -0.11961 2.33405
H 8.08901 1.74032 4.17963
H 9.67926 1.25282 4.01287
H 9.09682 3.35469 5.44585
H 10.36679 3.67170 4.24433
H 8.92035 5.54314 4.09348
H 7.53664 4.66594 4.18268
H 6.31835 4.95500 2.11359
H 7.22062 5.44253 0.70837
H 7.31738 6.40848 2.25588
H 9.71733 5.52493 0.53836
H 10.65316 4.57859 1.50542
H 10.12912 6.09068 2.21220
H 9.25562 3.37481 0.00418
C -1.43031 1.12135 7.04621
C -0.03579 0.84614 6.38631
C -0.20301 1.29326 4.94140
C 1.03268 1.78306 7.14179
C 2.48715 1.38635 7.03819
C 2.65346 -0.14303 7.28946
C 1.73516 -1.07969 6.42583
C 2.22082 -1.33281 5.03443
C 1.79405 -2.35154 7.28927
N 0.31216 -0.63578 6.49918
O -0.62352 -1.47757 5.87624
H -1.41032 0.75355 8.07209
H -1.73414 2.16562 7.11893
H -2.19471 0.61778 6.45443
H 0.62513 0.86353 4.37781
H -1.06918 0.80261 4.49742
H -0.18119 2.34312 4.64914
H 0.91886 2.81330 6.80452
H 0.78259 1.87491 8.19873
H 2.93234 1.65962 6.08152
H 3.06617 2.00994 7.71935
H 2.65051 -0.32715 8.36379
H 3.71803 -0.33386 7.15395
H 3.17758 -1.82269 5.21536
H 2.22327 -0.38380 4.49826
H 1.56273 -2.03086 4.51700
H 2.82919 -2.67573 7.39639
H 1.29320 -3.16317 6.76153
H 1.31973 -2.23038 8.26315
H -1.07683 -1.92475 6.59467
C -0.29762 -8.11852 1.41173
O -1.59521 -8.70609 1.47112
C -2.61480 -7.73636 1.15822
C -4.08773 -8.34136 1.02697
C -4.25281 -9.52907 0.07714
N -4.95572 -7.27651 0.58612
H 0.27873 -8.89184 1.91958
H -0.29240 -7.23516 2.05028
H 0.06723 -7.95151 0.39828
H -2.57345 -7.10440 2.04536
H -2.29317 -7.06723 0.36015
H -4.45117 -8.67548 1.99875
H -5.30327 -9.76037 -0.09929
H -3.82708 -10.39836 0.57832
H -3.65608 -9.35693 -0.81862
H -5.90671 -7.61197 0.52980
H -4.80379 -7.02249 -0.37953
C -4.22946 5.42374 -3.22415
O -4.78699 4.41259 -4.04722
C -5.52885 3.42423 -3.28233
C -6.22519 2.46194 -4.18863
C -7.22103 1.66368 -3.43122
N -5.39097 1.61921 -4.96786
H -3.83851 6.12748 -3.95899
H -3.40500 5.05236 -2.61550
H -4.98806 5.95751 -2.65169
H -4.92518 2.86586 -2.56686
H -6.30647 3.93016 -2.71010
H -6.68260 3.10557 -4.94003
H -6.84910 1.07045 -2.59585
H -7.65124 0.93648 -4.11985
H -8.01396 2.28499 -3.01487
H -4.66107 2.24960 -5.26778
H -4.88154 1.03198 -4.32307
C -11.82849 -0.82425 1.92256
O -10.47820 -0.79318 2.21335
C -9.99467 -2.09957 2.58461
C -8.54212 -1.97852 3.07870
C -7.54385 -1.42799 2.00601
N -7.98325 -3.26223 3.41530
H -11.98376 -1.45354 1.04621
H -12.04703 0.18738 1.58059
H -12.55654 -1.07340 2.69454
H -10.60508 -2.58518 3.34598
H -9.89691 -2.76856 1.72962
H -8.59095 -1.31603 3.94289
H -7.32674 -2.05221 1.13922
H -6.53774 -1.37778 2.42234
H -7.83401 -0.44519 1.63451
H -7.13086 -3.16861 3.94893
H -7.53053 -3.47429 2.53771
C -0.42219 -2.60550 -9.37006
O -0.53102 -3.65904 -8.39925
C -0.00645 -3.30197 -7.08863
C -0.10092 -4.47682 -6.12635
C -1.56909 -4.94858 -5.80129
N 0.58581 -4.08788 -4.85437
H -1.16985 -1.84950 -9.13009
H -0.66581 -3.03795 -10.34049
H 0.56279 -2.13885 -9.38219
H 1.02123 -2.97498 -7.24690
H -0.46410 -2.38661 -6.71343
H 0.48997 -5.26733 -6.58900
H -1.63548 -5.70341 -5.01776
H -2.14972 -5.15420 -6.70056
H -2.07895 -4.12677 -5.29853
H 0.82082 -4.93797 -4.36222
H 1.44151 -3.57612 -5.01557
C 0.97238 2.77207 -0.56635
O 0.84777 1.71473 -1.47736
C 0.73856 0.40363 -0.99644
C -0.71862 -0.11607 -0.82641
C -0.80162 -1.40422 0.00199
N -1.28252 -0.37250 -2.13571
H 1.85594 2.62487 0.05473
H 0.13123 2.93241 0.10809
H 1.10315 3.77158 -0.98105
H 1.38110 -0.17838 -1.65712
H 1.28541 0.30708 -0.05850
H -1.29359 0.70768 -0.40340
H -1.74453 -1.90762 0.21555
H -0.38703 -1.18168 0.98519
H -0.19156 -2.17048 -0.47631
H -1.05813 0.43039 -2.70589
H -0.68862 -1.13218 -2.43616
C 2.81967 5.70757 -8.07469
O 1.69724 4.96090 -8.35473
C 1.11899 4.55950 -7.14846
C 0.15137 3.34079 -7.36507
C -0.88262 3.66332 -8.43408
N -0.58781 3.07489 -6.16064
H 2.55283 6.41674 -7.29112
H 2.98077 6.30457 -8.97231
H 3.74007 5.18765 -7.80888
H 1.76076 4.37010 -6.28803
H 0.48828 5.38540 -6.81951
H 0.77046 2.49140 -7.65375
H -1.40287 4.58522 -8.17426
H -1.74470 3.02491 -8.62736
H -0.40191 3.77463 -9.40600
H 0.12052 3.21560 -5.45455
H -1.31421 3.74379 -5.94843
```

Properties
E_tot	-73531.68979	eV
ΔE to the lowest compared entry with this formula, charge and spin	5.108	eV
HOMO	-8.27	eV
frontier orbital gap	8.58	eV
multiplicity	1
LUMO level	0.01136	Ha
molecular weight	849.3	g/mol


Computed, not measured: a 10-piece molecular cluster, C42H104O30S6 overall at a distorted geometry, with ωB97M-V/def2-TZVPD.

```
182
C42H104O30S6 ωB97M-V/def2-TZVPD
C 3.38633 -13.68004 -27.63555
C 4.31388 -13.92313 -26.47500
O 5.45254 -13.00877 -26.66954
S 6.90243 -13.52232 -26.23402
C 7.38773 -14.13465 -27.84045
O 7.67554 -12.38967 -25.85790
O 6.79125 -14.66545 -25.37728
H 3.91634 -13.73078 -28.59209
H 3.02549 -12.65229 -27.58413
H 2.63875 -14.46815 -27.64366
H 3.84978 -13.67655 -25.52250
H 4.71034 -14.93650 -26.45234
H 7.34118 -13.25817 -28.48637
H 6.78105 -14.92525 -28.26687
H 8.43749 -14.38926 -27.74215
C 7.14015 -14.76027 -34.47953
C 8.28904 -14.51655 -33.48284
O 8.47455 -15.74047 -32.78486
S 9.66520 -15.81901 -31.69904
C 8.62952 -15.91448 -30.21904
O 10.24886 -17.11378 -31.82672
O 10.41297 -14.61566 -31.83605
H 6.21434 -14.73898 -33.91082
H 7.27543 -15.69786 -35.01393
H 7.17884 -13.96683 -35.22748
H 9.17947 -14.24025 -34.04031
H 7.92982 -13.69973 -32.85673
H 8.46777 -16.98007 -30.10743
H 7.69165 -15.40258 -30.40514
H 9.15387 -15.45848 -29.39082
C 4.18758 -11.19765 -34.53238
C 4.61535 -10.57464 -33.23824
O 4.85065 -11.68046 -32.30067
S 5.99261 -11.45349 -31.20160
C 5.01011 -10.80882 -29.84256
O 6.40107 -12.75540 -30.79927
O 6.94653 -10.48100 -31.61969
H 4.98440 -11.77209 -34.98967
H 3.84895 -10.41476 -35.21866
H 3.29302 -11.81738 -34.43408
H 5.57600 -10.09433 -33.43249
H 3.94234 -9.87198 -32.74782
H 5.62443 -10.64384 -28.96523
H 4.24349 -11.56876 -29.71683
H 4.51954 -9.87625 -30.11937
C 11.02473 -7.69094 -22.29432
C 10.50376 -8.49460 -23.50695
O 9.59806 -7.66654 -24.25451
S 9.39802 -7.94281 -25.81776
C 7.98789 -9.05355 -25.78803
O 8.99336 -6.71900 -26.41075
O 10.53359 -8.67564 -26.28496
H 10.90298 -8.23933 -21.35203
H 10.56732 -6.71076 -22.19841
H 12.11643 -7.59495 -22.26765
H 11.37900 -8.81821 -24.05628
H 9.93240 -9.32426 -23.08542
H 7.75523 -9.55977 -24.85917
H 8.15505 -9.63384 -26.69061
H 7.06966 -8.47948 -25.95102
C 7.52130 -19.90026 -24.98895
C 7.46380 -18.40529 -25.17590
O 6.36191 -17.90769 -25.93751
S 6.11814 -18.47211 -27.43595
C 4.99648 -19.83855 -27.13801
O 5.36295 -17.47759 -28.12655
O 7.31679 -19.02484 -27.97849
H 7.57326 -20.41078 -25.95735
H 6.58561 -20.23380 -24.53165
H 8.39507 -20.28781 -24.47230
H 7.60216 -17.89737 -24.21942
H 8.35217 -18.05141 -25.72041
H 4.06071 -19.43978 -26.77308
H 5.41970 -20.54661 -26.43593
H 4.82028 -20.29654 -28.10822
C 2.36746 -17.93061 -28.32912
C 1.23918 -18.87138 -27.90695
O 1.80290 -20.14386 -27.50326
S 0.83771 -21.39499 -27.27493
C 0.82055 -21.50705 -25.48060
O -0.47370 -21.05374 -27.72021
O 1.56410 -22.52453 -27.74544
H 2.83784 -17.36854 -27.52194
H 1.92927 -17.18631 -28.99607
H 3.19578 -18.44429 -28.80797
H 0.69453 -18.35846 -27.10578
H 0.55560 -19.01389 -28.74180
H 0.42663 -20.59056 -25.06103
H 1.86588 -21.64799 -25.22072
H 0.24275 -22.40194 -25.28128
C -4.08584 -17.78715 -33.61692
O -3.00536 -16.86848 -33.79431
C -2.30385 -16.60256 -32.61405
C -1.31042 -15.47863 -32.81949
O -1.76161 -14.44887 -33.61219
C -0.77345 -13.62401 -34.13426
C 0.19769 -13.05475 -33.12965
O 1.22193 -13.95175 -32.81272
C 2.14624 -13.37758 -31.92529
H -4.73463 -17.46744 -32.79317
H -3.73569 -18.81974 -33.55045
H -4.67258 -17.66643 -34.53235
H -1.73308 -17.43133 -32.16890
H -3.02373 -16.31814 -31.82602
H -0.44103 -15.96742 -33.29534
H -0.87133 -15.15584 -31.86633
H -1.21358 -12.80938 -34.70643
H -0.19876 -14.18858 -34.88826
H -0.35452 -12.79523 -32.20509
H 0.60225 -12.07303 -33.42962
H 2.77360 -14.12158 -31.44859
H 1.60084 -12.85555 -31.10671
H 2.69069 -12.54957 -32.38178
C 8.54611 -15.19251 -22.45108
O 8.04278 -16.42477 -21.92747
C 9.13208 -17.25437 -21.51084
C 8.80886 -18.73101 -21.53526
O 9.53208 -19.50100 -20.59518
C 10.94106 -19.46118 -20.73198
C 11.46494 -19.89488 -22.07909
O 11.32340 -18.85270 -22.99659
C 12.11059 -19.07768 -24.21201
H 9.20261 -15.54854 -23.25691
H 9.14778 -14.67043 -21.69371
H 7.80455 -14.52465 -22.86995
H 9.29536 -16.88518 -20.48092
H 10.07184 -17.09859 -22.05442
H 8.82757 -19.16979 -22.53526
H 7.79786 -18.89099 -21.14601
H 11.35644 -20.06015 -19.92966
H 11.18884 -18.40863 -20.57070
H 10.93101 -20.75702 -22.49900
H 12.50055 -20.21083 -21.88137
H 12.11918 -18.09874 -24.67581
H 11.50936 -19.76377 -24.81932
H 13.06490 -19.52279 -23.94929
C 15.17958 -8.52794 -28.66219
O 14.76800 -9.81565 -28.32927
C 13.57408 -9.86822 -27.56784
C 13.05145 -11.28104 -27.56052
O 12.98748 -11.75052 -28.85177
C 12.39087 -13.00489 -28.96783
C 11.07588 -13.20629 -28.23505
O 10.01281 -12.60571 -28.87268
C 9.96229 -11.22891 -28.81822
H 15.53470 -7.93163 -27.80863
H 14.28988 -7.99563 -29.03659
H 15.96282 -8.60477 -29.40418
H 12.85200 -9.20504 -28.07589
H 13.76797 -9.45172 -26.57052
H 12.03464 -11.14293 -27.14031
H 13.51342 -11.89852 -26.77649
H 13.05839 -13.73764 -28.46739
H 12.31366 -13.34823 -29.99375
H 11.20720 -13.02433 -27.15370
H 10.94160 -14.29567 -28.14561
H 10.90577 -10.70907 -28.93775
H 9.39972 -10.85718 -27.95152
H 9.28282 -10.95156 -29.63230
C -4.92215 -20.29867 -30.60675
O -4.80865 -18.96529 -30.05030
C -3.48930 -18.50831 -29.96812
C -3.47041 -17.18883 -29.25500
O -2.13199 -16.93478 -28.87897
C -1.85984 -15.58035 -28.47216
C -0.43728 -15.52850 -27.95675
O -0.03603 -16.49730 -27.05530
C -0.43905 -16.30525 -25.73510
H -5.80468 -20.73533 -30.13156
H -4.04082 -20.89222 -30.38289
H -5.18886 -20.18456 -31.66334
H -3.17697 -18.35665 -31.01224
H -2.68468 -19.15487 -29.59549
H -4.12794 -17.10168 -28.37454
H -3.91760 -16.44591 -29.94226
H -2.57311 -15.16500 -27.72660
H -2.00755 -14.92563 -29.36284
H -0.27253 -14.53057 -27.50138
H 0.23731 -15.47344 -28.81582
H 0.14356 -17.02293 -25.17003
H -1.51730 -16.39575 -25.59574
H -0.16419 -15.29745 -25.38799
```

Properties
E_tot	-171664.60502	eV
ΔE to the lowest compared entry with this formula, charge and spin	0.000	eV
HOMO	-9.01	eV
frontier orbital gap	9.07	eV
multiplicity	1
LUMO level	0.00206	Ha
molecular weight	1281.7	g/mol